C23H21MoN3O2 | ωB97M-V with the def2-TZVPD basis set

Atoms and positions in Å:
C (0.07, -1.28, -1.88)
C (-1.25, -1.30, -1.31)
C (-1.18, -1.94, -0.03)
C (0.21, -2.27, 0.21)
C (0.97, -1.84, -0.92)
Mo (-0.01, -0.05, 0.05)
C (-0.96, 1.68, -1.01)
C (0.43, 1.92, -1.54)
C (0.77, 2.67, -2.64)
N (1.32, 1.21, -0.76)
H (-2.02, -2.20, 0.60)
H (-2.16, -0.94, -1.79)
H (0.59, -2.82, 1.07)
H (2.05, -1.97, -1.05)
H (0.32, -0.96, -2.89)
H (-1.72, 1.46, -1.77)
H (2.32, 1.35, -0.82)
H (-1.24, 2.45, -0.28)
H (-0.05, 3.10, -3.21)
H (1.81, 2.79, -2.94)
O (-0.06, 2.63, 1.78)
C (-0.08, 1.64, 2.48)
N (-0.08, 1.61, 3.87)
C (-0.03, 0.29, 4.45)
C (-0.08, -0.57, 3.17)
O (-0.12, -1.80, 3.16)
N (-0.10, 0.27, 2.07)
C (1.26, 0.14, 5.25)
C (2.23, -0.77, 4.86)
C (3.40, -0.92, 5.62)
C (3.60, -0.14, 6.76)
C (2.63, 0.80, 7.13)
C (1.46, 0.95, 6.38)
C (-1.28, 0.00, 5.24)
C (-1.28, -0.61, 6.50)
C (-2.49, -0.87, 7.14)
C (-3.70, -0.54, 6.52)
C (-3.70, 0.05, 5.25)
C (-2.48, 0.32, 4.61)
H (0.01, 2.48, 4.38)
H (2.06, -1.40, 3.99)
H (4.13, -1.66, 5.30)
H (4.50, -0.27, 7.36)
H (2.78, 1.43, 8.01)
H (0.70, 1.66, 6.69)
H (-0.33, -0.88, 6.96)
H (-2.48, -1.32, 8.13)
H (-4.65, -0.76, 7.01)
H (-4.63, 0.30, 4.73)
H (-2.46, 0.77, 3.62)

Calculated values
Multiplicity = 3
Calculated total energy = -34611.7811 eV
LUMO (spin up / spin down) = -0.8 / -0.4 eV
Gap between HOMO and LUMO (spin up / spin down) = 6.17 / 7.23 eV

---

C4H9NO2 | ωB97M-V with the def2-TZVPD basis set

Atoms and positions in Å:
C (-1.92, 0.99, 0.87)
C (-1.92, -0.49, 0.53)
N (-0.87, -0.70, -0.68)
C (0.55, -0.81, -0.37)
O (1.01, -1.81, 0.10)
O (1.20, 0.31, -0.67)
C (2.62, 0.24, -0.44)
H (-2.40, 1.59, 0.08)
H (-2.58, 1.08, 1.74)
H (-0.98, 1.50, 1.14)
H (-1.41, -1.05, 1.33)
H (-1.15, -1.57, -1.11)
H (-1.03, 0.06, -1.34)
H (3.04, 1.11, -0.93)
H (2.83, 0.25, 0.63)
H (3.02, -0.69, -0.87)

Calculated values
Calculated total energy = -9875.9487 eV
LUMO = 0.5 eV
Gap between HOMO and LUMO = 7.12 eV

---

H12O6 | ωB97M-V with the def2-TZVPD basis set

Atoms and positions in Å:
O (-1.76, -0.25, -3.56)
H (-1.70, -1.01, -2.97)
H (-2.37, 0.34, -3.11)
O (0.68, 2.34, 0.89)
H (0.04, 2.96, 0.51)
H (1.08, 1.92, 0.12)
O (0.41, -0.30, 2.73)
H (1.26, 0.16, 2.72)
H (-0.18, 0.29, 3.19)
O (-0.83, -2.94, 2.63)
H (-1.64, -2.66, 3.07)
H (-0.30, -2.12, 2.54)
O (-0.45, -0.14, -0.66)
H (0.47, -0.07, -0.94)
H (-0.43, -0.73, 0.11)
O (1.88, 1.07, -2.20)
H (1.22, 0.70, -2.81)
H (2.63, 0.47, -2.25)

Calculated values
Calculated total energy = -12479.8935 eV
LUMO = 0.4 eV
Gap between HOMO and LUMO = 11.44 eV

---

Molar mass list, top to bottom, in g/mol: 467.4; 103.1; 108.1
ΔE to the lowest compared entry with this formula, charge and spin list, top to bottom, in eV: 0.000; 4.112; 1.220